[1]
{
  "formula": "C6H17NS",
  "method": "wB97M-V/def2-TZVPD",
  "species": ["C", "C", "C", "N", "H", "H", "H", "H", "H", "H", "H", "H", "H", "C", "C", "C", "S", "H", "H", "H", "H", "H", "H", "H", "H"],
  "xyz": [[0.831096, 2.834995, 1.487747], [0.531321, 1.392544, 1.096746], [1.443353, 0.413197, 1.806834], [1.252642, -0.985965, 1.353506], [0.757329, 2.974796, 2.570657], [1.856439, 3.101522, 1.211906], [0.144737, 3.520041, 0.994112], [-0.517060, 1.162632, 1.331757], [0.625387, 1.283654, 0.014302], [2.490273, 0.669747, 1.621818], [1.297970, 0.479774, 2.889744], [0.267109, -1.160824, 1.166506], [1.539428, -1.641124, 2.071131], [-2.092755, -0.263638, -1.420958], [-1.600735, -1.387020, -2.317522], [-0.444753, -2.153694, -1.715910], [1.118906, -0.894969, -1.650621], [-2.503989, -0.651383, -0.482170], [-2.878171, 0.312253, -1.916406], [-1.286949, 0.415696, -1.150894], [-2.393960, -2.107465, -2.551110], [-1.242520, -0.966545, -3.257738], [0.013025, -2.935793, -2.308973], [-0.529912, -2.425839, -0.665506], [1.321783, -0.986602, -0.178955]],
  "forces_ev_per_a": [[0.263, -0.152, 0.202], [-0.254, 0.159, -0.115], [0.217, -0.324, 0.177], [-0.624, 0.362, 0.612], [-0.117, 0.038, -0.071], [-0.129, 0.030, -0.077], [0.026, 0.062, 0.028], [0.115, -0.051, 0.041], [0.073, -0.071, 0.064], [-0.033, 0.050, -0.068], [-0.077, 0.109, -0.001], [-0.060, 0.061, 0.472], [0.151, -0.075, -0.142], [-0.397, -0.052, 0.158], [0.212, -0.414, 0.057], [2.544, 2.041, 0.251], [-1.046, -1.201, 0.784], [-0.049, -0.051, -0.087], [0.030, -0.027, 0.078], [0.096, -0.006, -0.167], [-0.126, 0.216, 0.003], [-0.141, -0.035, -0.125], [-0.568, -0.305, -0.035], [-0.407, -0.315, -0.138], [0.301, -0.052, -1.900]],
  "multiplicity": 1,
  "homo_energy_ev": -7.99,
  "gap_ev": 8.8,
  "relative_energy_kj_mol": 77.9,
  "smiles": "CCCN.CCCS"
}

[2]
{
  "formula": "C6H10O",
  "method": "wB97M-V/def2-TZVPD",
  "species": ["C", "C", "C", "O", "C", "C", "C", "H", "H", "H", "H", "H", "H", "H", "H", "H", "H"],
  "xyz": [[-1.257886, -0.879813, 0.656586], [-1.597279, 0.392054, 0.452310], [-0.807110, 1.382806, -0.374602], [0.045987, 0.804192, -1.339494], [1.320507, 0.462493, -0.837283], [1.214614, -0.447631, 0.377382], [0.065031, -1.454306, 0.185359], [-1.948855, -1.519202, 1.209837], [-2.515372, 0.787400, 0.887628], [-0.232673, 2.059945, 0.280082], [-1.512683, 2.002983, -0.936337], [1.901846, 1.371050, -0.609052], [1.824477, -0.068699, -1.652791], [1.013796, 0.136280, 1.284656], [2.182107, -0.939218, 0.545581], [-0.028220, -1.738965, -0.873898], [0.331713, -2.351368, 0.744035]],
  "forces_ev_per_a": [[0.057, 0.220, -0.019], [0.060, -0.143, 0.012], [-0.140, 0.173, 0.118], [-0.059, 0.087, -0.056], [0.218, -0.043, 0.000], [0.011, 0.039, 0.033], [0.090, -0.072, 0.070], [0.260, 0.099, -0.097], [0.071, -0.124, -0.156], [-0.091, -0.018, -0.063], [0.048, -0.031, 0.089], [-0.091, -0.111, -0.019], [-0.095, 0.127, 0.083], [0.037, -0.060, -0.145], [-0.209, -0.022, -0.129], [0.162, -0.009, 0.254], [-0.330, -0.111, 0.025]],
  "multiplicity": 1,
  "homo_energy_ev": -9.25,
  "gap_ev": 10.4,
  "relative_energy_kj_mol": 64.7,
  "smiles": "C1=CCOCCC1"
}

[3]
{
  "formula": "C37H30N2OPReS2",
  "method": "wB97M-V/def2-TZVPD",
  "species": ["Re", "S", "C", "C", "C", "C", "C", "C", "S", "H", "H", "H", "H", "C", "C", "C", "C", "C", "C", "N", "C", "C", "C", "C", "C", "C", "H", "H", "H", "H", "H", "H", "H", "H", "H", "H", "O", "P", "C", "C", "C", "C", "C", "C", "C", "C", "C", "C", "C", "C", "C", "C", "C", "C", "C", "C", "H", "H", "H", "H", "H", "H", "H", "H", "H", "H", "H", "H", "H", "H", "H", "N", "C", "H"],
  "xyz": [[-0.893135, 1.475060, -0.350050], [2.160759, 1.802652, -2.716380], [3.233810, 0.702826, -1.850917], [4.602375, 0.553588, -1.730072], [5.046438, -0.476972, -0.909933], [4.157452, -1.317073, -0.240689], [2.781168, -1.167305, -0.372745], [2.355159, -0.145572, -1.194613], [0.792220, 0.468490, -1.784339], [5.298219, 1.206407, -2.238893], [6.110267, -0.626930, -0.782455], [4.546182, -2.100443, 0.396527], [2.092790, -1.806439, 0.163416], [4.307652, 2.621255, 1.191295], [3.443658, 1.640157, 1.648219], [2.086990, 1.722158, 1.364041], [1.590309, 2.784701, 0.623206], [2.456850, 3.778637, 0.175275], [3.809562, 3.689673, 0.453390], [0.179892, 2.884262, 0.367006], [-0.364164, 4.128763, 0.840846], [-0.230746, 4.494358, 2.175940], [-0.804274, 5.671903, 2.626204], [-1.495708, 6.496639, 1.746529], [-1.608937, 6.139236, 0.411272], [-1.041772, 4.956783, -0.043194], [5.364460, 2.562070, 1.415327], [3.821412, 0.811167, 2.232385], [1.398093, 0.969878, 1.732294], [2.063103, 4.614414, -0.389088], [4.479776, 4.462020, 0.099014], [0.314877, 3.851010, 2.855097], [-0.708742, 5.950472, 3.667363], [-1.933323, 7.420391, 2.100298], [-2.131661, 6.785293, -0.281725], [-1.115070, 4.667522, -1.085165], [-1.921253, -0.358918, -0.321842], [-1.715876, -1.868984, -0.400172], [-0.979913, -2.345044, -1.960327], [-1.675050, -1.966438, -3.112629], [-1.113496, -2.178842, -4.357443], [0.140072, -2.772955, -4.460060], [0.825480, -3.164660, -3.321179], [0.267218, -2.952081, -2.068558], [-0.664428, -2.404250, 0.949115], [-0.342425, -3.751809, 1.115231], [0.491733, -4.137911, 2.150457], [0.992542, -3.186138, 3.032108], [0.651725, -1.849887, 2.886967], [-0.178604, -1.458109, 1.846495], [-3.300835, -2.676344, -0.261654], [-4.273615, -2.102463, 0.556010], [-5.487807, -2.744867, 0.728345], [-5.729027, -3.956158, 0.092469], [-4.762083, -4.527428, -0.722283], [-3.545089, -3.888420, -0.903362], [-2.647148, -1.493474, -3.030063], [-1.647867, -1.880522, -5.249208], [0.580143, -2.933268, -5.435293], [1.799294, -3.628207, -3.403706], [0.812404, -3.247940, -1.183207], [-0.742470, -4.498342, 0.438663], [0.746432, -5.181407, 2.276994], [1.639881, -3.492778, 3.842935], [1.026329, -1.112752, 3.585037], [-0.460958, -0.415593, 1.740693], [-4.079519, -1.154093, 1.041423], [-6.248139, -2.301572, 1.356922], [-6.679415, -4.454785, 0.228885], [-4.957955, -5.466201, -1.222180], [-2.795987, -4.324965, -1.552763], [-3.453241, 2.711092, 0.988470], [-2.502036, 2.256799, 0.485873], [-4.234981, 3.238681, 1.308153]],
  "forces_ev_per_a": [[0.037, -0.104, -0.043], [0.009, 0.010, -0.015], [-0.007, -0.004, 0.009], [-0.004, 0.000, -0.002], [0.002, 0.005, 0.003], [0.000, -0.003, 0.006], [0.009, 0.004, -0.010], [0.006, -0.002, -0.012], [-0.052, 0.066, 0.053], [0.001, 0.003, -0.001], [0.002, -0.001, 0.000], [0.002, -0.001, 0.001], [-0.021, -0.018, 0.014], [-0.004, 0.001, -0.002], [0.010, -0.002, -0.006], [-0.018, 0.003, 0.004], [0.012, -0.005, 0.037], [-0.015, -0.017, -0.002], [0.006, 0.002, -0.001], [0.018, 0.019, -0.032], [-0.013, 0.004, 0.008], [0.000, -0.001, -0.007], [-0.001, -0.001, -0.002], [0.001, -0.001, -0.011], [-0.007, 0.009, 0.013], [-0.002, -0.011, -0.011], [0.004, 0.001, 0.000], [0.000, -0.009, 0.003], [0.015, 0.010, -0.008], [-0.001, 0.005, -0.001], [0.000, 0.002, -0.001], [0.006, -0.004, -0.001], [0.001, 0.001, 0.004], [-0.003, 0.003, 0.002], [-0.001, 0.001, -0.004], [0.004, 0.003, 0.005], [-0.047, 0.050, 0.036], [0.032, -0.030, -0.040], [-0.022, -0.014, 0.025], [0.002, 0.011, 0.010], [-0.001, -0.001, -0.008], [-0.003, -0.002, -0.002], [0.002, 0.000, 0.003], [0.003, 0.010, 0.003], [0.002, 0.022, 0.000], [0.004, 0.003, -0.008], [0.000, -0.005, 0.007], [-0.002, 0.004, 0.001], [-0.001, -0.005, -0.003], [-0.001, 0.007, -0.008], [0.011, 0.007, -0.013], [0.003, 0.005, 0.003], [-0.002, 0.006, 0.002], [0.000, -0.004, -0.005], [-0.006, -0.001, 0.004], [0.002, 0.002, 0.006], [-0.003, -0.002, -0.005], [0.000, 0.000, -0.001], [0.003, 0.001, -0.003], [0.003, -0.003, 0.001], [0.010, -0.003, 0.001], [0.000, -0.003, -0.001], [-0.001, -0.003, -0.001], [0.003, -0.001, 0.001], [0.002, 0.002, 0.004], [0.000, -0.009, 0.001], [-0.005, 0.001, 0.002], [-0.002, 0.000, 0.001], [-0.001, -0.001, 0.001], [0.001, -0.002, -0.003], [0.001, -0.004, -0.003], [0.004, -0.052, -0.059], [0.009, 0.034, 0.044], [0.006, 0.014, 0.017]],
  "multiplicity": 2,
  "homo_energy_ev": [-10.31, -10.03],
  "charge": 1,
  "gap_ev": [7.5, 6.9],
  "relative_energy_kj_mol": 302.5
}

[4]
{
  "formula": "CH5N2S",
  "method": "wB97M-V/def2-TZVPD",
  "species": ["N", "C", "N", "S", "H", "H", "H", "H", "H"],
  "xyz": [[-1.276734, 0.491796, 0.387361], [-0.018812, 0.649042, 0.076063], [0.935580, -0.209507, 0.302492], [2.623363, 0.210719, 0.219643], [-1.953281, 1.200489, 0.140066], [-1.632495, -0.327078, 0.863720], [0.135602, 1.526458, -0.718281], [0.703113, -1.093973, 0.756834], [2.905286, -0.533311, -0.865225]],
  "forces_ev_per_a": [[-0.260, -0.257, 0.369], [-0.462, 1.995, -3.233], [0.554, -0.394, 0.427], [-0.346, -0.066, -0.133], [0.090, -0.094, -0.095], [0.055, 0.101, 0.175], [0.320, -1.651, 2.416], [0.115, 0.334, 0.070], [-0.067, 0.033, 0.005]],
  "multiplicity": 1,
  "homo_energy_ev": -14.72,
  "charge": 1,
  "gap_ev": 10.5,
  "relative_energy_kj_mol": 23.9,
  "smiles": "N/C=[NH+]/S"
}